Record 1
A molecular structure, C13H18CoN7O. Source: OMol25; level of theory: the ωB97M-V functional and the def2-TZVPD basis.

Output
expectation value of S²	0.78
frontier orbital gap (spin up / spin down)	7.72 / 7.81	eV
total charge	+1
lowest unoccupied orbital energy (spin up / spin down)	-0.0909 / -0.0906	hartree
HOMO level (spin up / spin down)	-10.1972 / -10.2723	eV
multiplicity	2

Structure (XYZ):
```
40
Properties=species:S:1:pos:R:3:forces:R:3:lowdin_charge:R:1
Co 0.43592 -0.73950 -1.07213 -0.24 -0.11 0.04 0.60
O 2.20929 -1.06267 -1.17679 0.45 0.33 0.09 -0.16
C 3.15280 -0.88182 -0.26301 -0.39 -0.18 -0.40 -0.32
C 4.48513 -0.79323 -0.68787 0.21 -0.01 0.02 -0.01
C 5.50994 -0.63884 0.21839 0.00 0.01 -0.05 -0.07
C 5.24690 -0.56226 1.58925 -0.04 -0.01 -0.05 -0.09
C 3.94336 -0.64580 2.01726 0.02 -0.01 0.05 -0.04
C 2.88357 -0.80705 1.11219 -0.19 0.06 0.24 -0.09
C 1.51133 -0.90600 1.59016 0.17 -0.03 0.08 -0.23
N 0.40808 -0.96651 0.85428 -0.17 -0.01 0.09 0.03
C -0.66737 -1.02608 1.72420 0.05 -0.11 -0.07 -0.11
C -0.21162 -1.01142 2.99664 0.11 0.01 0.00 -0.06
N 1.15993 -0.93274 2.89619 -0.07 -0.03 0.07 0.12
H 4.67653 -0.86117 -1.75055 0.01 0.00 0.01 0.12
H 6.53023 -0.57421 -0.13784 -0.01 -0.01 0.01 0.11
H 6.05102 -0.44215 2.30141 -0.01 0.00 -0.01 0.11
H 3.74999 -0.58764 3.08252 -0.01 0.02 -0.02 0.10
H -1.68159 -1.09932 1.37328 0.03 0.03 0.00 0.09
H -0.71921 -1.05722 3.94351 0.01 0.01 -0.02 0.12
H 1.80320 -0.92172 3.66741 0.00 -0.01 0.00 0.15
C -4.21020 -1.28686 -0.93011 0.01 0.05 -0.06 -0.03
N -3.65826 0.06365 -0.96230 -0.09 0.03 0.02 -0.14
C -4.59001 1.13003 -1.33594 0.02 -0.03 0.03 -0.02
C -2.31800 0.20638 -1.12130 0.08 0.07 -0.36 -0.40
N -1.49419 -0.76953 -1.31966 -0.02 0.04 0.23 0.09
N -1.85842 1.51210 -1.05754 0.16 -0.07 0.13 0.17
C -0.56889 1.97818 -1.29877 -0.29 -0.02 -0.14 -0.45
N -0.46479 3.32555 -1.19997 0.05 0.02 0.04 0.18
N 0.39772 1.18390 -1.57561 0.10 0.00 0.02 0.11
H -5.20375 -1.24314 -0.49305 0.00 0.00 0.00 0.10
H -3.59886 -1.93130 -0.30059 -0.02 0.00 0.03 0.09
H -4.28983 -1.72734 -1.92884 0.02 0.00 0.01 0.11
H -5.59141 0.80718 -1.06868 -0.01 0.00 -0.02 0.09
H -4.56407 1.34087 -2.40683 0.02 -0.01 -0.01 0.11
H -4.41393 2.05371 -0.78568 0.00 -0.01 0.04 0.08
H -1.96201 -1.65241 -1.46697 0.01 -0.03 0.01 0.08
H -2.50686 2.18219 -0.68674 0.01 0.05 0.04 0.13
H -1.27192 3.92219 -1.18144 -0.01 -0.01 -0.07 0.11
H 0.41612 3.76288 -1.40477 0.01 0.00 0.02 0.12
H 1.27414 1.65914 -1.75370 0.02 -0.02 -0.05 0.10
```
Forces are in eV/Å.

Record 2
C4H6N4 in the gas phase. Source: OMol25; level of theory: the ωB97M-V functional and the def2-TZVPD basis.

Output
frontier orbital gap	10.03	eV
total charge	0
ΔE to the lowest compared entry with this formula, charge and spin	3.615	eV
structure (SMILES)	[H]/N=C\NN1C[C@@H]1C#N
lowest unoccupied orbital energy	0.0281	hartree
HOMO level	-9.2680	eV
multiplicity	1

Structure (XYZ):
```
14
Properties=species:S:1:pos:R:3:forces:R:3:lowdin_charge:R:1
C -1.46442 1.19992 -0.07156 0.40 -0.22 -1.38 -0.31
C 0.72669 -0.16651 1.28057 1.07 -1.20 0.45 -0.09
C 1.04652 -1.30946 0.32890 0.66 3.31 -1.45 -0.22
C 1.71715 -0.92786 -0.92545 0.36 -1.17 1.01 -0.19
H -2.25425 1.57456 -1.71197 -0.33 0.59 0.78 0.06
H -1.20484 1.47784 0.90138 0.12 0.18 1.75 0.09
H -0.95128 -0.42843 -1.31820 -0.57 0.58 -0.31 0.14
H 1.04224 0.83736 1.03770 -0.05 -0.06 -0.18 0.12
H 0.82167 -0.48262 2.31464 -0.40 0.33 -0.01 0.11
H 1.31425 -2.20872 0.79114 0.04 -1.41 0.09 0.12
N -2.22449 1.95495 -0.73481 -0.17 -0.69 -1.43 0.09
N -0.67222 0.15091 -0.53860 0.49 -1.33 0.17 0.00
N -0.29636 -0.80888 0.49240 -1.48 0.77 0.80 -0.07
N 2.39933 -0.86305 -1.84612 -0.14 0.32 -0.28 0.15
```
Forces are in eV/Å.

Record 3
2 unconnected molecules or ions with the total composition C2H9NOP2. Source: OMol25; level of theory: the ωB97M-V functional and the def2-TZVPD basis.

Output
frontier orbital gap (spin up / spin down)	7.11 / 8.11	eV
total charge	0
ΔE to the lowest compared entry with this formula, charge and spin	3.607	eV
lowest unoccupied orbital energy (spin up / spin down)	-0.0278 / -0.0274	hartree
HOMO level (spin up / spin down)	-7.8674 / -8.8545	eV
multiplicity	1

Structure (XYZ):
```
15
Properties=species:S:1:pos:R:3:forces:R:3:lowdin_charge:R:1
C 0.31444 -0.04919 -2.27323 -0.03 -1.80 0.68 -0.05
C -0.09699 0.30523 -0.79309 0.69 1.41 0.12 -0.62
N -1.40990 -0.13875 -0.40061 0.45 0.61 1.28 0.01
O 0.91792 -0.21852 0.05017 1.19 -1.24 -0.67 -0.29
P 0.27325 1.01207 2.35683 1.51 -0.04 -0.36 0.46
P -0.76121 -0.81367 2.12376 0.31 -0.92 -2.60 0.58
H 1.30354 0.22446 -2.66905 -0.28 0.60 0.74 0.08
H -0.43853 0.35462 -2.86950 -1.08 0.82 -1.40 0.04
H 0.28503 -1.17838 -2.51729 -0.24 1.37 0.97 0.11
H -0.03218 1.41486 -0.51185 -0.28 -1.23 -1.16 0.12
H -1.54246 -1.05106 -0.78379 -0.13 -1.16 -0.08 -0.01
H 1.36715 -0.86969 -0.51260 0.10 0.03 0.72 0.09
H 0.10991 1.15507 3.76034 0.25 -0.33 0.03 -0.16
H 1.48298 0.18836 2.18243 -0.48 1.29 0.86 -0.11
H -1.77293 -0.33541 2.85746 -2.00 0.58 0.87 -0.24
```
Forces are in eV/Å.

Record 4
2 unconnected molecules or ions with the total composition C5H10O. Source: OMol25; level of theory: the ωB97M-V functional and the def2-TZVPD basis.

Output
expectation value of S²	0.77
frontier orbital gap (spin up / spin down)	3.08 / 5.85	eV
total charge	-1
ΔE to the lowest compared entry with this formula, charge and spin	1.096	eV
lowest unoccupied orbital energy (spin up / spin down)	0.1309 / 0.1296	hartree
HOMO level (spin up / spin down)	0.4790 / -2.3229	eV
multiplicity	2

Structure (XYZ):
```
16
Properties=species:S:1:pos:R:3:forces:R:3:lowdin_charge:R:1
C -0.20613 1.30632 -2.22992 -0.22 0.56 0.15 -0.16
C 0.53351 1.12478 -1.07416 0.73 -0.73 -0.21 -0.33
C 0.16758 0.46857 0.12333 -0.83 0.80 0.43 -0.25
C 0.56689 0.84219 1.40919 0.35 -0.37 -0.47 -0.29
C -0.09566 0.34916 2.65559 0.19 0.29 0.00 -0.22
H 0.21579 1.90263 -3.03652 0.03 -0.20 -0.02 -0.02
H -1.29035 1.35666 -2.15217 -0.01 -0.30 -0.15 -0.01
H 1.59643 1.39104 -1.13322 -0.12 0.32 0.11 0.07
H -0.73646 -0.13832 0.08774 -0.15 -0.22 -0.18 0.07
H 1.20649 1.70832 1.48481 0.23 0.13 0.24 0.04
H -0.07509 -0.73390 2.81137 0.09 -0.19 -0.07 0.04
H 0.39121 0.80415 3.52085 -0.04 -0.07 0.17 0.04
H -1.15602 0.63588 2.70493 -0.24 0.01 0.04 0.04
H -0.18583 -3.23683 -0.15629 -0.27 0.18 -0.31 0.03
H -1.34632 -3.49316 -1.15630 0.03 -0.04 0.18 0.02
O -0.57488 -2.94370 -0.99405 0.21 -0.17 0.10 -0.07
```
Forces are in eV/Å.

Record 5
A gas-phase ion, C5H15N7 (charge +2). Source: OMol25; level of theory: the ωB97M-V functional and the def2-TZVPD basis.

Output
frontier orbital gap	8.96	eV
total charge	+2
ΔE to the lowest compared entry with this formula, charge and spin	0.301	eV
structure (SMILES)	CN[C@@]1(N)NC(=[NH2+])N/C(=[NH+]/C)N1
lowest unoccupied orbital energy	-0.2725	hartree
HOMO level	-16.3744	eV
multiplicity	1

Structure (XYZ):
```
27
Properties=species:S:1:pos:R:3:forces:R:3:lowdin_charge:R:1
C 0.09065 0.69717 -0.82754 1.53 0.09 -1.21 -0.54
C 1.75445 -0.73570 0.35521 -1.12 1.24 -1.32 -0.32
C -0.61865 -1.02864 0.80798 -2.22 0.70 1.50 -0.24
C -2.96188 -1.78137 1.36531 -0.38 0.60 -1.47 -0.01
C 0.59696 3.13687 -1.21489 2.07 -0.04 2.00 -0.03
N 1.49388 0.06393 -0.67450 -4.37 -3.27 2.74 0.24
N -0.91132 -0.04576 -0.06755 2.95 -2.50 2.18 0.23
N 0.69618 -1.29103 1.10688 2.03 -0.57 -1.04 0.21
N 2.98914 -0.97360 0.70508 -0.72 -4.06 3.49 0.24
N -1.53242 -1.63435 1.60177 2.38 -1.11 -0.46 0.06
N 0.27861 1.99071 -0.32942 -1.38 -0.40 1.78 -0.01
N -0.24229 0.55090 -2.18781 2.73 0.28 0.41 0.16
H -3.43529 -1.16281 2.07888 -0.86 1.50 0.16 0.09
H -3.22273 -1.57101 0.26608 0.21 -0.36 1.87 0.14
H -3.34887 -2.72055 1.72174 0.47 -0.94 -0.57 0.10
H 0.25522 4.08219 -0.78862 -0.26 -0.33 -0.16 0.10
H 1.70213 3.23728 -1.37355 -0.77 -0.07 0.15 0.10
H 0.17650 2.88695 -2.13207 -0.88 0.13 -1.59 0.05
H 2.10398 0.59615 -1.18289 2.48 1.35 -1.27 0.14
H -1.78373 0.37426 -0.15666 -2.04 0.43 0.20 0.15
H 0.97257 -2.20117 1.54660 -0.85 1.21 -0.37 0.20
H 3.67604 -0.80999 0.03554 1.69 0.33 -1.09 0.12
H 3.11036 -1.88507 1.32297 0.30 2.76 -1.60 0.22
H -1.13466 -2.26886 2.33992 -0.55 0.97 -1.11 0.19
H 0.45985 1.89389 0.72381 -0.19 1.26 -2.31 0.19
H -0.09523 -0.35317 -2.58504 0.04 -0.46 -0.04 0.12
H -1.06946 0.95280 -2.45725 -2.31 1.27 -0.87 0.08
```
Forces are in eV/Å.

Record 6
5 unconnected molecules or ions with the total composition C2H15N2O4. Source: OMol25; level of theory: the ωB97M-V functional and the def2-TZVPD basis.

Output
frontier orbital gap	11.18	eV
total charge	+1
ΔE to the lowest compared entry with this formula, charge and spin	1.048	eV
lowest unoccupied orbital energy	-0.0893	hartree
HOMO level	-13.6109	eV
multiplicity	1

Structure (XYZ):
```
23
Properties=species:S:1:pos:R:3:forces:R:3:lowdin_charge:R:1
C -2.38344 -1.09953 -0.70350 -0.72 2.35 -1.78 -0.06
N -1.17597 -0.88548 0.07666 -0.08 1.19 1.06 0.01
C -0.42367 0.22808 -0.09970 1.82 -4.29 5.09 -0.14
N 0.60920 0.46174 0.77595 -1.10 0.23 -1.27 0.16
H -3.27510 -1.47411 -0.15764 1.03 -0.03 -0.19 0.11
H -2.12710 -1.64250 -1.61360 -0.34 -0.64 0.32 0.09
H -2.66899 -0.07401 -1.12898 0.11 -1.37 0.70 0.10
H -1.13894 -1.49107 0.93548 0.86 1.20 -1.02 0.15
H -0.57552 0.85903 -0.89186 -0.39 1.17 -1.67 0.10
H 0.84856 -0.16228 1.56675 -0.59 0.29 -1.08 0.11
H 1.36065 1.07545 0.44228 -0.53 -0.27 0.27 0.09
H 0.52770 -1.83043 3.48993 0.12 -0.91 -0.18 0.06
H 0.56726 -3.11788 2.43724 -0.31 1.89 1.06 0.10
O 0.23527 -2.19188 2.64016 0.15 -0.86 -0.95 -0.08
H 4.09582 1.79127 -0.13866 0.76 -0.12 1.16 0.04
H 3.61443 2.08514 -1.45297 -0.21 0.48 -1.16 0.05
O 3.35674 1.58854 -0.68985 -0.68 -0.40 0.00 -0.02
H -2.00658 2.98921 -0.50876 0.67 4.20 -1.02 0.00
H -3.16970 2.12256 0.03014 -0.10 0.56 -0.05 0.07
O -2.25988 2.16669 -0.26510 -0.78 -4.49 1.11 0.01
H 1.45325 -1.14847 -2.41055 -0.62 -0.27 -0.03 0.08
H 2.13643 -0.13504 -1.69830 3.25 2.02 0.61 -0.02
O 1.31384 -0.51986 -1.69140 -2.31 -1.93 -0.99 -0.01
```
Forces are in eV/Å.

Number 1: electronic energy -63875.1126 eV, strongest force on any atom 0.6 eV Å⁻¹. Number 2: electronic energy -10202.3251 eV, strongest force on any atom 3.7 eV Å⁻¹. Number 3: electronic energy -24330.7937 eV, strongest force on any atom 2.8 eV Å⁻¹. Number 4: electronic energy -7392.0020 eV, strongest force on any atom 1.2 eV Å⁻¹. Number 5: electronic energy -15842.6313 eV, strongest force on any atom 6.1 eV Å⁻¹. Number 6: electronic energy -13481.4380 eV, strongest force on any atom 6.9 eV Å⁻¹.